# CH11NO5

5 unconnected molecules or ions with the total composition CH11NO5 (wB97M-V/def2-TZVPD, the OMol25 dataset).

Each line ends with the Mulliken charge.
Cartesian coordinates (Å):
C (-1.09, -2.42, 1.12)  0.338
N (-0.60, -3.59, 0.85)  -0.221
O (-0.50, -1.40, 1.51)  -0.140
H (-2.16, -2.34, 1.00)  0.363
H (-1.21, -4.28, 0.42)  0.280
H (0.39, -3.77, 1.02)  0.299
H (1.62, 0.37, -2.68)  0.342
H (0.90, -0.95, -2.89)  0.284
O (0.89, -0.04, -3.17)  -0.609
H (2.78, 1.26, -1.09)  0.335
H (3.57, 2.47, -1.59)  0.333
O (3.25, 1.60, -1.86)  -0.622
H (-4.91, 3.89, 1.50)  0.327
H (-3.80, 4.78, 1.98)  0.327
O (-4.24, 3.95, 2.21)  -0.654
H (1.06, -0.27, 0.62)  0.302
H (2.17, 0.69, 0.85)  0.338
O (1.87, 0.04, 0.20)  -0.622

Output
Kohn-Sham gap (alpha / beta) in eV: 8.1181 / 3.0359
Multiplicity: 2
HOMO (alpha / beta) in eV: -13.542 / -13.498
Relative energy (zero: lowest compared OMol25 entry of this formula, charge and spin) in kcal per mole: 32.80
Net charge: +1



# C3H6N2O

A molecular structure, C3H6N2O (wB97M-V/def2-TZVPD, the OMol25 dataset).

Each line ends with the Mulliken charge.
Cartesian coordinates (Å):
C (0.80, 0.48, 0.56)  -0.230
C (-0.25, -0.36, 0.25)  0.540
C (-1.17, -1.27, 0.24)  -0.764
O (1.41, -0.90, 1.54)  -0.646
N (-0.87, 1.30, -0.81)  -0.301
N (-0.21, 1.53, -1.80)  -0.285
H (1.93, -1.45, 0.94)  0.285
H (-0.75, 2.12, -2.48)  0.241
H (0.65, 1.22, 1.34)  0.257
H (1.56, 0.66, -0.19)  0.294
H (-2.06, -1.13, -0.37)  0.309
H (-1.05, -2.20, 0.78)  0.302

Output
Kohn-Sham gap (alpha / beta) in eV: 8.0962 / 8.0989
Multiplicity: 1
HOMO (alpha / beta) in eV: -7.429 / -7.434
Relative energy (zero: lowest compared OMol25 entry of this formula, charge and spin) in kcal per mole: 166.76



# CH2N3O2

2 unconnected molecules or ions with the total composition CH2N3O2 (wB97M-V/def2-TZVPD, the OMol25 dataset).

Each line ends with the Mulliken charge.
Cartesian coordinates (Å):
C (-0.47, -1.05, 1.48)  -0.036
N (0.35, 1.45, -0.77)  -0.431
N (1.30, -0.56, -0.11)  0.268
N (0.20, 1.52, -1.85)  0.945
O (-0.20, 1.58, -2.93)  -0.442
O (0.48, -0.78, 0.67)  0.091
H (-1.44, -0.44, 1.29)  0.283
H (-0.20, -1.72, 2.23)  0.322

Output
Kohn-Sham gap (alpha / beta) in eV: 8.6211 / 8.6207
Multiplicity: 1
HOMO (alpha / beta) in eV: -16.252 / -16.253
Relative energy (zero: lowest compared OMol25 entry of this formula, charge and spin) in kcal per mole: 100.52
Net charge: +1



# C5H3N

C5H3N in the gas phase (wB97M-V/def2-TZVPD, the OMol25 dataset).

Each line ends with the Mulliken charge.
Cartesian coordinates (Å):
C (-0.66, 0.49, 0.00)  -0.452
C (1.94, 0.10, -0.06)  -0.322
C (-0.81, -0.84, -0.03)  -0.161
C (0.90, 0.95, 0.04)  -0.136
C (1.36, -1.11, 0.05)  0.366
N (0.26, -1.64, 0.01)  -0.428
H (-1.31, 1.23, 0.16)  0.485
H (2.95, 0.45, -0.06)  0.359
H (-1.83, -1.46, -0.04)  0.289

Output
Kohn-Sham gap (alpha / beta) in eV: 7.5082 / 8.8859
Multiplicity: 1
HOMO (alpha / beta) in eV: -8.198 / -9.013
Relative energy (zero: lowest compared OMol25 entry of this formula, charge and spin) in kcal per mole: 65.11



# C2H2ClN3O

A molecular structure, C2H2ClN3O (wB97M-V/def2-TZVPD, the OMol25 dataset).

Each line ends with the Mulliken charge.
Cartesian coordinates (Å):
C (-1.24, -0.94, 0.02)  -0.140
C (-0.66, 0.36, -0.02)  0.439
N (-2.49, -0.78, -0.33)  -0.302
N (-1.58, 1.25, -0.30)  -0.269
N (1.20, 0.89, 0.22)  -0.324
O (-2.70, 0.54, -0.53)  -0.011
Cl (2.27, -0.16, -0.59)  -0.051
H (-0.74, -1.89, 0.28)  0.359
H (1.23, 1.71, -0.32)  0.299

Output
Kohn-Sham gap in eV: 9.9685
Multiplicity: 1
HOMO in eV: -10.284
Relative energy (zero: lowest compared OMol25 entry of this formula, charge and spin) in kcal per mole: 113.10



# FNO2

2 unconnected molecules or ions with the total composition FNO2 (wB97M-V/def2-TZVPD, the OMol25 dataset).

Each line ends with the Mulliken charge.
Cartesian coordinates (Å):
N (-0.28, 0.12, -0.04)  0.550
O (-1.25, -0.03, -0.62)  -0.280
O (1.84, -0.20, -0.46)  -0.102
F (-0.35, 0.11, 1.35)  -0.167

Output
Kohn-Sham gap (alpha / beta) in eV: 9.7796 / 9.7993
Multiplicity: 1
HOMO (alpha / beta) in eV: -12.095 / -12.094
Relative energy (zero: lowest compared OMol25 entry of this formula, charge and spin) in kcal per mole: 91.36



Question: Among the records above, which one has the lowest relative energy (zero: lowest compared OMol25 entry of this formula, charge and spin)?
Answer: CH11NO5